# 1
C38H51BF3MgN6S3 as an isolated structure in a non-equilibrium geometry. Source: OMol25; level of theory: ωB97M-V/def2-TZVPD.

## Properties
- F_max: 0.02343 hartree/bohr
- Kohn-Sham gap: 5.31 eV
- HOMO energy: -3.109 eV
- Total charge: -1

The geometry in XYZ format:
```
103
C38H51BF3MgN6S3 ωB97M-V/def2-TZVPD
Mg 0.330 1.721 -1.723
C -0.058 5.025 1.449
C -0.498 3.597 1.515
C -1.634 3.238 2.194
C -2.043 1.907 2.156
N -1.390 0.993 1.474
N -0.288 1.309 0.791
B 0.436 0.286 -0.086
N 1.835 0.066 0.547
N 1.750 0.144 1.887
C 2.798 0.092 2.650
C 4.077 -0.141 2.100
C 4.197 -0.270 0.751
C 5.530 -0.478 0.108
C 3.031 -0.141 -0.077
S 3.133 -0.147 -1.746
C 2.575 0.255 4.150
C 3.609 1.232 4.722
C 2.722 -1.120 4.816
C 1.172 0.807 4.426
N -0.196 -1.047 -0.442
N -0.850 -1.718 0.539
C -0.853 -3.022 0.562
C -0.164 -3.775 -0.406
C 0.267 -3.132 -1.530
C 0.837 -3.918 -2.673
C 0.138 -1.722 -1.601
S 0.217 -1.172 -3.260
C -1.509 -3.665 1.781
C -0.621 -3.323 2.991
C -1.608 -5.186 1.660
C -2.917 -3.092 1.963
C 0.227 2.599 0.831
S 1.677 3.025 0.026
C -3.289 1.419 2.891
C -2.876 0.290 3.845
C -3.951 2.523 3.715
C -4.287 0.917 1.836
H -0.821 5.675 1.880
H 0.107 5.294 0.406
H 0.889 5.170 1.971
H -2.204 3.990 2.722
H 4.950 -0.216 2.736
H 6.279 -0.745 0.856
H 5.843 0.436 -0.400
H 5.465 -1.254 -0.653
H 4.624 0.835 4.657
H 3.389 1.429 5.773
H 3.574 2.178 4.177
H 3.718 -1.535 4.643
H 1.985 -1.812 4.403
H 2.562 -1.044 5.894
H 1.056 1.795 3.978
H 1.007 0.886 5.504
H 0.412 0.161 3.990
H -0.028 -4.843 -0.306
H 0.949 -4.964 -2.386
H 1.808 -3.516 -2.968
H 0.179 -3.859 -3.541
H 0.368 -3.771 2.865
H -1.060 -3.701 3.918
H -0.487 -2.245 3.067
H -0.623 -5.656 1.640
H -2.158 -5.477 0.762
H -2.146 -5.575 2.527
H -2.880 -2.010 1.908
H -3.330 -3.394 2.928
H -3.578 -3.455 1.172
H -2.292 0.696 4.676
H -2.261 -0.433 3.318
H -3.755 -0.215 4.254
H -3.270 2.920 4.471
H -4.817 2.102 4.230
H -4.301 3.344 3.088
H -3.781 0.268 1.124
H -4.694 1.762 1.277
H -5.113 0.373 2.302
F -1.329 4.360 -1.718
C -1.494 2.984 -1.853
F -2.432 2.687 -0.862
F -2.264 2.890 -3.013
C 0.409 2.580 -4.906
C 0.615 1.059 -4.814
C 2.124 0.810 -4.864
C -0.022 0.567 -3.481
C -0.104 0.386 -5.988
C -1.452 0.673 -6.228
C -2.145 0.066 -7.260
C -1.508 -0.852 -8.087
C -0.179 -1.158 -7.855
C 0.516 -0.543 -6.819
H 0.987 3.086 -4.127
H -0.635 2.859 -4.778
H 0.748 2.944 -5.879
H 2.611 1.420 -4.103
H 2.532 1.082 -5.842
H 2.371 -0.229 -4.654
H -1.104 0.697 -3.551
H -1.972 1.364 -5.576
H -3.188 0.313 -7.418
H -2.053 -1.327 -8.894
H 0.326 -1.879 -8.488
H 1.551 -0.808 -6.645
```


# 2
C38H51BILaN5O5S as an isolated structure in a non-equilibrium geometry. Source: OMol25; level of theory: ωB97M-V/def2-TZVPD.

## Properties
- F_max: 0.06211 hartree/bohr
- Kohn-Sham gap: 7.23 eV
- HOMO energy: -4.934 eV
- Relative energy (zero: lowest compared OMol25 entry of this formula, charge and spin): 0.0 kJ/mol
- Total charge: -1

The geometry in XYZ format:
```
103
C38H51BILaN5O5S ωB97M-V/def2-TZVPD
La 0.637 0.850 -0.094
O 4.841 1.717 -1.038
C 3.907 1.619 -0.243
O 3.087 0.650 -0.215
C 3.697 2.806 0.728
C 2.609 3.753 0.165
C 2.815 5.167 0.733
C 2.441 4.930 2.209
C 1.935 3.475 2.160
O 1.426 3.344 0.838
C 3.124 2.505 2.133
C 2.592 1.043 2.320
O 3.355 0.200 2.767
O 1.359 0.889 2.062
H 4.667 3.311 0.787
H 2.470 3.711 -0.919
H 3.827 5.539 0.599
H 2.114 5.857 0.259
H 3.293 5.025 2.883
H 1.653 5.610 2.533
H 1.164 3.227 2.891
H 3.857 2.695 2.921
C 2.686 -3.151 0.228
C 1.383 -3.575 0.910
C 1.273 -5.100 1.017
C 1.268 -2.932 2.274
C 2.242 -3.197 3.223
C 2.178 -2.620 4.474
C 1.145 -1.759 4.773
C 0.137 -1.471 3.856
C -0.962 -0.554 4.367
C -1.633 0.346 3.334
C -2.030 -1.378 5.102
C 0.203 -2.075 2.595
N -0.816 -1.911 1.625
B -0.848 -1.073 0.446
N -2.128 -1.462 -0.116
C -2.735 -2.441 0.650
C -1.936 -2.714 1.697
C -2.788 -0.972 -1.262
C -3.881 -0.108 -1.114
C -4.539 0.332 -2.253
C -4.133 -0.073 -3.510
C -3.056 -0.929 -3.645
C -2.367 -1.385 -2.531
C -1.225 -2.363 -2.679
C -1.753 -3.710 -3.181
C -0.121 -1.811 -3.580
C -4.331 0.327 0.261
C -4.386 1.849 0.378
C -5.688 -0.289 0.615
H 2.676 -3.443 -0.821
H 3.549 -3.613 0.704
H 2.805 -2.071 0.292
H 0.552 -3.230 0.286
H 2.071 -5.518 1.626
H 1.320 -5.555 0.029
H 0.323 -5.370 1.475
H 3.068 -3.847 2.983
H 2.939 -2.833 5.210
H 1.116 -1.296 5.750
H -0.482 0.101 5.106
H -2.305 -0.224 2.699
H -0.883 0.832 2.715
H -2.219 1.113 3.840
H -2.503 -2.078 4.416
H -2.798 -0.721 5.507
H -1.589 -1.941 5.923
H -3.688 -2.859 0.383
H -2.062 -3.441 2.478
H -5.385 0.996 -2.160
H -4.663 0.275 -4.386
H -2.762 -1.256 -4.630
H -0.788 -2.527 -1.690
H -2.210 -3.619 -4.164
H -2.503 -4.083 -2.486
H -0.944 -4.435 -3.235
H -0.481 -1.634 -4.590
H 0.707 -2.517 -3.630
H 0.253 -0.868 -3.181
H -3.600 -0.035 0.988
H -5.142 2.270 -0.279
H -3.428 2.278 0.105
H -4.617 2.136 1.401
H -6.461 0.053 -0.070
H -5.973 -0.003 1.626
H -5.644 -1.376 0.566
C 0.395 3.899 -5.618
C 1.851 3.846 -5.156
C 2.135 2.647 -4.328
N 1.432 2.261 -3.340
N 1.894 1.190 -2.692
C 3.013 0.725 -3.176
N 3.646 -0.343 -2.666
S 3.565 1.628 -4.582
H 0.219 4.825 -6.164
H -0.265 3.863 -4.756
H 0.168 3.057 -6.269
H 2.051 4.730 -4.543
H 2.530 3.862 -6.011
H 3.583 -0.312 -1.630
H 4.584 -0.489 -3.006
I -1.079 3.231 -1.279
```